[1]
Density functional theory data (ωB97M-V with the def2-TZVPD basis set) for a single C25H13F5N2O molecule at a distorted geometry.

Output
**Orbital gap**: 8.66 eV
**SMILES string**: N#Cc1cc(-c2ccc(F)cc2)c(-c2ccc(F)cc2F)nc1OCc1ccc(F)c(F)c1
**Highest occupied orbital energy**: -0.335 hartree
**LUMO**: -0.455 eV

Geometry as XYZ:
```
46
C25H13F5N2O, DFT ωB97M-V with the def2-TZVPD basis set
N 0.6795 3.6754 3.3249
C 0.3343 2.8832 2.6115
C 0.0367 1.9479 1.5734
C 0.7035 2.1472 0.3275
C 0.2032 1.4165 -0.6986
C 0.9880 1.4695 -1.9298
C 1.8572 0.4343 -2.2948
C 2.4609 0.4318 -3.5979
C 2.1955 1.4151 -4.5111
F 2.6323 1.3731 -5.7784
C 1.4352 2.5393 -4.0384
C 0.8000 2.5866 -2.8101
C -0.8124 0.5274 -0.5017
C -1.3557 -0.2774 -1.6159
C -1.9600 0.4190 -2.7419
C -2.3366 -0.3606 -3.8350
C -2.1677 -1.7402 -3.8435
F -2.4821 -2.4509 -4.9089
C -1.8482 -2.4696 -2.6224
C -1.3657 -1.6924 -1.4951
F -1.0535 -2.3269 -0.2819
N -1.4236 0.2938 0.6803
C -0.9940 0.9776 1.7483
O -1.5675 0.6856 2.9352
C -1.8303 -0.7685 3.1559
C -0.5016 -1.1682 3.6910
C 0.3644 -1.8916 2.8745
C 1.6384 -2.2096 3.4254
C 2.0232 -1.8994 4.7263
F 3.2410 -2.3160 5.1653
C 1.0813 -1.2253 5.5103
F 1.4171 -1.0180 6.8048
C -0.2614 -0.9093 5.0588
H 1.5557 2.8926 0.1998
H 1.9150 -0.3046 -1.5284
H 2.9064 -0.4740 -4.0055
H 1.0656 3.4077 -4.5156
H 0.1455 3.3796 -2.5697
H -1.8591 1.5362 -2.8305
H -2.7333 0.2185 -4.7737
H -1.7912 -3.5740 -2.5797
H -2.6775 -0.8031 3.8613
H -2.1078 -1.3723 2.2995
H -0.0159 -2.1989 1.8646
H 2.3496 -2.8252 2.7723
H -0.8843 -0.3818 5.6975
```



[2]
Density functional theory data (ωB97M-V with the def2-TZVPD basis set) for a molecular structure, C25H14Cl48F2NO4S2 at a distorted geometry.

Output
**Orbital gap**: 6.31 eV
**Highest occupied orbital energy**: -0.445 hartree
**Net charge**: +1
**LUMO**: -5.805 eV

Geometry as XYZ:
```
96
C25H14Cl48F2NO4S2, DFT ωB97M-V with the def2-TZVPD basis set
C -0.4007 -4.3917 1.1353
C -0.0398 -3.3181 -0.0395
F -1.1539 -3.4189 -0.9874
C 0.0174 -1.7882 0.5424
N 1.4453 -1.2846 0.6751
C 2.4079 -2.2635 1.1929
C 3.9335 -1.9483 1.3863
C 4.4698 -0.5471 0.9771
C 5.9913 -0.2253 1.1251
C 7.0916 -1.2915 1.6514
S 8.5321 -1.3757 0.4336
O 8.2258 -2.4684 -0.5906
O 9.7473 -1.7737 1.2478
C 6.5364 1.1884 0.7599
C 5.5015 2.2317 0.1954
C 3.9758 1.8909 0.0202
C 3.3779 0.4815 0.4302
C 1.8407 0.0860 0.3136
S 0.5707 1.3422 -0.2718
O 0.5013 1.2157 -1.7711
O 0.9290 2.7476 0.1809
F -0.9345 1.1013 0.4890
H -1.2446 -5.1056 0.7902
H -0.7740 -3.8544 2.0876
H 0.5616 -4.9608 1.3840
H 0.8970 -3.6045 -0.6270
H -0.4699 -1.7540 1.5746
H -0.5780 -1.1984 -0.2640
H 2.1123 -3.3249 1.5202
H 4.6402 -2.7474 1.8103
H 6.6742 -2.3719 1.6633
H 7.4483 -1.0681 2.7218
H 8.6994 -0.1903 -0.2874
H 7.6302 1.5098 0.8700
H 5.8825 3.2716 -0.1029
H 3.3496 2.7289 -0.4307
C -3.7760 0.3112 -1.9076
Cl -4.4901 0.1079 -3.5201
Cl -5.0573 0.2279 -0.6802
Cl -2.5907 -0.9840 -1.6157
Cl -2.9658 1.8909 -1.8127
C -7.8197 -0.6597 2.2966
Cl -6.4233 -1.7599 2.3088
Cl -8.3503 -0.3587 3.9650
Cl -7.3559 0.8780 1.5356
Cl -9.1465 -1.3992 1.3722
C -7.9593 -0.1117 -5.6129
Cl -9.6165 -0.4601 -6.1510
Cl -7.5761 -1.1034 -4.1895
Cl -6.8204 -0.4893 -6.9244
Cl -7.8194 1.6075 -5.1843
C -11.0156 -4.7423 -0.9612
Cl -10.1384 -3.4703 -0.0806
Cl -12.5378 -4.0811 -1.5960
Cl -10.0153 -5.3262 -2.3089
Cl -11.3690 -6.0897 0.1419
C 6.0343 3.7164 3.8091
Cl 4.8983 3.5263 5.1614
Cl 5.9373 2.2866 2.7459
Cl 5.6129 5.1707 2.8795
Cl 7.6878 3.8733 4.4394
C -2.7388 -2.7677 -5.8137
Cl -1.8564 -1.4928 -4.9442
Cl -4.2640 -2.1073 -6.4427
Cl -1.7466 -3.3592 -7.1642
Cl -3.0883 -4.1099 -4.7024
C 1.6202 4.7328 -3.4225
Cl 0.0776 4.0120 -2.9352
Cl 2.1129 4.0788 -4.9987
Cl 1.4444 6.4958 -3.5430
Cl 2.8502 4.3317 -2.2029
C 11.1690 1.0227 -2.0289
Cl 10.7680 1.1839 -3.7511
Cl 11.6523 -0.6506 -1.6862
Cl 12.5017 2.1216 -1.6228
Cl 9.7410 1.4391 -1.0460
C -4.4812 3.5273 -5.9256
Cl -5.6126 3.3559 -4.5669
Cl -4.5713 2.0844 -6.9575
Cl -4.9107 4.9645 -6.8776
Cl -2.8276 3.7008 -5.2984
C -6.4232 -0.7113 7.8606
Cl -5.5681 0.5647 8.7538
Cl -7.9364 -0.0576 7.1967
Cl -5.3974 -1.2937 6.5307
Cl -6.7914 -2.0585 8.9586
C -12.1068 -0.1113 5.0739
Cl -13.0240 1.4087 5.0002
Cl -13.2074 -1.4488 5.4689
Cl -11.3465 -0.4193 3.4957
Cl -10.8566 0.0148 6.3344
C 13.9615 3.0930 2.2670
Cl 14.8095 1.8048 3.1482
Cl 15.0279 3.7501 1.0064
Cl 12.4949 2.4290 1.5133
Cl 13.5122 4.3883 3.3977
```



[3]
Density functional theory data (ωB97M-V with the def2-TZVPD basis set) for a molecular structure, C25H15Br2ClF4NNiO2P.

Output
**Orbital gap (spin up / spin down)**: 8.39 / 8.13 eV
**Energy above the lowest of the compared OMol25 structures with the same formula, charge and spin**: 21.7 kJ/mol
**Highest occupied orbital energy (spin up / spin down)**: -0.323 / -0.313 hartree
**LUMO (spin up / spin down)**: -0.394 / -0.380 eV

Geometry as XYZ:
```
52
C25H15Br2ClF4NNiO2P, DFT ωB97M-V with the def2-TZVPD basis set
Ni 0.0051 -0.1081 0.3521
F 3.6049 5.7606 -0.7210
C 3.3185 4.4817 -0.5302
C 4.3375 3.5528 -0.4337
F 5.5992 3.9499 -0.5300
C 4.0277 2.2168 -0.2335
F 5.0479 1.3675 -0.1312
C 2.7214 1.7694 -0.1262
P 2.2436 0.0166 0.1041
C 3.0680 -0.8742 -1.2485
C 2.3335 -1.1171 -2.4043
C 2.9156 -1.7886 -3.4716
C 4.2260 -2.2290 -3.3844
C 4.9625 -1.9973 -2.2266
C 4.3879 -1.3229 -1.1646
C 3.0928 -0.4888 1.6245
C 3.5068 0.4447 2.5692
C 4.0521 0.0247 3.7744
C 4.1764 -1.3293 4.0435
C 3.7488 -2.2649 3.1104
C 3.2034 -1.8489 1.9074
C 1.7182 2.7334 -0.2198
Br -0.1099 2.2702 -0.0686
C 1.9989 4.0691 -0.4206
F 1.0339 4.9800 -0.5095
H 1.2942 -0.8208 -2.4630
H 2.3347 -1.9821 -4.3636
H 4.6755 -2.7618 -4.2123
H 5.9845 -2.3445 -2.1518
H 4.9648 -1.1508 -0.2659
H 3.4088 1.5064 2.3761
H 4.3773 0.7573 4.5012
H 4.6010 -1.6574 4.9832
H 3.8325 -3.3227 3.3218
H 2.8547 -2.5845 1.1937
Cl -2.7993 -1.5318 0.7327
C -1.8490 -0.0248 0.7995
H -1.8913 0.3333 1.8296
H -2.3714 0.6785 0.1477
Br -0.2198 -7.0477 -3.0940
C -0.0288 -6.0592 -1.4963
C 0.2071 -6.7296 -0.3039
N 0.3529 -6.1029 0.8590
C 0.2657 -4.7739 0.8551
C 0.0382 -4.0242 -0.2902
C -0.1168 -4.6822 -1.5018
C -0.0251 -2.5307 -0.2486
O -0.2378 -1.8868 -1.2855
O 0.1977 -1.9702 0.8830
H 0.2797 -7.8109 -0.2929
H 0.3777 -4.2687 1.8069
H -0.3004 -4.1171 -2.4048
```



[4]
Density functional theory data (ωB97M-V with the def2-TZVPD basis set) for a molecular structure, C25H16ClF2IrN2O4.

Output
**Orbital gap (spin up / spin down)**: 6.69 / 6.22 eV
**<S²>**: 0.788
**Spin multiplicity**: 2
**Energy above the lowest of the compared OMol25 structures with the same formula, charge and spin**: 0.0 kJ/mol
**Highest occupied orbital energy (spin up / spin down)**: -0.397 / -0.417 hartree
**Net charge**: +1
**LUMO (spin up / spin down)**: -4.106 / -5.136 eV

Geometry as XYZ:
```
51
C25H16ClF2IrN2O4, DFT ωB97M-V with the def2-TZVPD basis set
Ir -0.3155 0.1887 -0.1357
O -2.0948 2.8538 -3.0284
C -1.5525 2.1611 -2.0529
O -0.7710 1.2372 -2.2283
C -1.9698 2.5834 -0.6883
C -2.8479 3.5948 -0.3475
C -3.1485 3.7672 1.0009
C -2.5835 2.9273 1.9535
C -1.7150 1.9359 1.5325
N -1.4232 1.8023 0.2407
C -1.0377 0.9259 2.4521
O -1.2522 0.9389 3.6301
O -0.2078 0.0903 1.8363
H -1.7946 2.5052 -3.8846
H -3.2869 4.2161 -1.1146
H -3.8318 4.5486 1.3032
H -2.8048 3.0080 3.0090
F -5.4616 -1.0131 -1.0304
C -4.2174 -1.4638 -0.8343
C -3.2055 -0.5388 -0.6409
C -1.9101 -0.9881 -0.4376
C -1.6326 -2.3669 -0.4463
C -2.6991 -3.2436 -0.6268
F -2.4924 -4.5685 -0.6112
C -3.9984 -2.8232 -0.8235
C -0.2285 -2.7449 -0.2734
C 0.2648 -4.0446 -0.2293
C 1.6130 -4.2619 -0.0174
C 2.4504 -3.1756 0.1665
C 1.9085 -1.9109 0.0913
N 0.6134 -1.6874 -0.1514
H -3.4855 0.5061 -0.6445
H -4.8010 -3.5327 -0.9603
H -0.4095 -4.8746 -0.3468
H 1.9993 -5.2715 0.0173
H 3.5060 -3.2899 0.3653
H 2.5256 -1.0424 0.2367
Cl 6.8572 -0.3662 1.3402
C 5.3401 0.2531 0.8232
C 5.0360 0.2681 -0.5394
C 3.8177 0.7534 -0.9505
C 2.8751 1.2443 -0.0154
C 1.6114 1.7134 -0.4417
C 3.2204 1.2214 1.3566
C 4.4354 0.7305 1.7724
H 5.7602 -0.1003 -1.2524
H 3.5683 0.7605 -2.0044
H 1.4708 1.8838 -1.5017
H 1.1025 2.4070 0.2234
H 2.5043 1.5749 2.0881
H 4.6987 0.7077 2.8205
```



E list, top to bottom, in Ha: -1644.45492, -24401.18474, -9024.24161, -2136.83111